Entry 1:
The following is a quantum chemistry calculation of C24H25N5O2S in the gas phase at a distorted geometry, from the Open Molecules 2025 dataset.

Each line ends with the Mulliken charge.
CARTESIAN COORDINATES (ANGSTROEM)
C  -5.9798  -0.9099  -2.6953  -0.8327
O  -5.6214  -1.7759  -1.6441  -0.4706
C  -4.4572  -1.5567  -0.9843  0.9159
C  -3.5851  -0.5004  -1.2320  -0.4344
C  -2.4224  -0.3717  -0.4930  -0.3060
C  -2.1257  -1.2868  0.5049  -1.2556
N  -0.9510  -1.1454  1.2715  0.7241
C  -0.5829  -0.1138  2.1040  0.4475
C  -1.3912  1.1138  2.3026  -0.7130
C  -1.1426  2.0762  1.1805  -1.0969
C  0.0070  2.2906  0.4607  0.5773
C  -0.2753  3.2878  -0.4915  -1.2334
C  -1.5838  3.6452  -0.3195  -0.1544
N  -2.1110  2.9089  0.6968  0.3076
C  -3.4648  2.9910  1.1636  -0.9829
N  0.5638  -0.3755  2.6530  -0.8644
N  0.9887  -1.5702  2.2044  -0.5092
C  0.0835  -2.0315  1.3790  0.4861
S  0.1533  -3.5170  0.4853  -0.0392
C  1.8710  -4.0247  0.8494  -0.9422
C  2.8704  -3.2315  0.0042  0.7276
O  3.3269  -3.6857  -1.0223  -0.6475
N  3.1456  -2.0235  0.5419  -0.1333
C  3.8812  -0.9683  -0.0083  0.5538
C  3.7954  0.2673  0.6295  -0.4645
C  4.4837  1.3565  0.1323  -0.9321
C  5.2745  1.2422  -1.0038  0.8493
C  6.0295  2.4171  -1.5489  -1.3996
C  5.3563  0.0030  -1.6285  -0.7335
C  4.6721  -1.0958  -1.1455  -0.4330
C  -2.9880  -2.3506  0.7537  -0.0176
C  -4.1416  -2.4819  0.0151  -0.7733
H  -6.1273  0.1150  -2.3397  0.3308
H  -5.2307  -0.9155  -3.4928  0.3359
H  -6.9216  -1.2940  -3.0833  0.2463
H  -3.7904  0.2245  -2.0034  0.4373
H  -1.7392  0.4377  -0.6997  0.5566
H  -2.4494  0.8428  2.3442  0.3678
H  -1.0985  1.5562  3.2592  0.4107
H  0.9442  1.7900  0.6039  0.6998
H  0.4072  3.6891  -1.2135  0.4570
H  -2.1778  4.3703  -0.8405  0.3752
H  -4.0038  2.0581  0.9695  0.3131
H  -3.4948  3.1963  2.2361  0.3319
H  -3.9723  3.7994  0.6402  0.3105
H  2.0306  -3.8975  1.9185  0.3691
H  1.9145  -5.0758  0.5675  0.4338
H  2.6269  -1.7755  1.3896  0.2348
H  3.1822  0.3674  1.5146  0.3810
H  4.4022  2.3096  0.6354  0.3039
H  5.7690  2.5869  -2.5929  0.3347
H  5.8079  3.3186  -0.9833  0.3385
H  7.1025  2.2329  -1.5007  0.3167
H  5.9684  -0.1042  -2.5127  0.3811
H  4.7403  -2.0481  -1.6444  0.5006
H  -2.7468  -3.0683  1.5228  0.5788
H  -4.8225  -3.2989  0.1901  0.4344

frontier orbital gap	8.33	eV
total charge	0
structure (SMILES)	COc1ccc(-n2c(Cc3cccn3C)nnc2SCC(=O)Nc2ccc(C)cc2)cc1
lowest unoccupied orbital energy	0.43	eV
E_HOMO	-7.9	eV

***

Entry 2:
The following is a quantum chemistry calculation of a 2-piece molecular cluster, C11H15NS overall at a distorted geometry, from the Open Molecules 2025 dataset.

Each line ends with the Mulliken charge.
CARTESIAN COORDINATES (ANGSTROEM)
C  -1.8928  1.3242  -0.3201  -1.4080
C  -0.6463  0.7406  -0.8812  0.8698
C  -0.5318  -0.1022  -1.9418  -1.0360
N  0.8056  -0.1941  -2.3396  -0.0886
C  1.5361  0.5773  -1.4447  0.0040
C  2.9150  0.8202  -1.4930  -0.7403
C  3.4523  1.5955  -0.4790  -0.5103
C  2.6010  2.1315  0.5125  -0.5020
C  1.2390  1.8870  0.5556  -0.6319
C  0.6859  1.1654  -0.5063  0.8746
H  -1.8936  2.4169  -0.3825  0.3176
H  -1.9649  1.1920  0.7712  0.2738
H  -2.8175  0.8852  -0.6875  0.3675
H  -1.2250  -0.7493  -2.4545  0.3982
H  1.1660  -1.0273  -2.7876  0.2818
H  3.5807  0.4634  -2.2671  0.4007
H  4.5196  1.6827  -0.3350  0.3655
H  2.9662  2.7931  1.2899  0.3543
H  0.6511  2.3422  1.3395  0.3965
C  -0.6023  -2.4797  0.6771  -0.4276
S  -2.3843  -2.8440  0.8538  -0.1050
C  -2.8060  -1.9538  2.3679  -0.7332
H  -0.3217  -1.9934  1.6081  0.2046
H  0.0100  -3.3690  0.4967  0.3863
H  -0.3329  -1.8774  -0.1836  -0.0941
H  -3.0435  -2.6672  3.1570  0.3051
H  -3.7447  -1.4019  2.3257  0.2828
H  -1.9213  -1.3581  2.5483  0.1941

frontier orbital gap	8.75	eV
total charge	0
structure (SMILES)	Cc1c[nH]c2ccccc12.CSC
lowest unoccupied orbital energy	0.81	eV
E_HOMO	-7.9	eV

***

Entry 3:
The following is a quantum chemistry calculation of C3H4CsMgO3 as an isolated structure at a distorted geometry, from the Open Molecules 2025 dataset.

Each line ends with the Mulliken charge.
CARTESIAN COORDINATES (ANGSTROEM)
H  0.9971  1.0467  2.5305  0.2550
C  0.4859  1.3948  1.6082  -0.3899
C  0.3686  0.1870  0.7391  0.0240
O  0.7199  0.1933  -0.4343  -0.5146
Cs  2.3776  2.3131  -1.9559  0.5830
O  1.1319  2.4346  0.9769  -0.5799
H  -0.5465  1.6387  1.9351  0.2549
H  -0.0558  -0.7282  1.1966  0.3444
Mg  1.1298  4.3738  1.4075  0.0200
C  -2.1837  -3.8269  -1.7521  -0.0930
O  -2.1708  -4.0430  -2.9932  -0.2627
H  -2.2541  -4.9836  -3.2586  0.3588

frontier orbital gap (alpha / beta)	3.01 / 7.22	eV
2S+1	2
total charge	0
lowest unoccupied orbital energy (alpha / beta)	-0.07 / -0.42	eV
E_HOMO (alpha / beta)	-3.1 / -7.6	eV

***

Entry 4:
The following is a quantum chemistry calculation of C8H14N2O3 in the gas phase at a distorted geometry, from the Open Molecules 2025 dataset.

Each line ends with the Mulliken charge.
CARTESIAN COORDINATES (ANGSTROEM)
C  0.8337  1.0988  2.0162  -1.1038
C  0.4877  0.0229  1.3044  0.4240
C  0.2817  -1.3324  1.8844  -1.2512
C  -0.0848  0.2778  -0.1661  2.1425
C  0.4982  1.5849  -0.8368  -2.0830
C  -1.6095  0.5016  -0.0372  -1.8677
C  0.3657  -0.7403  -1.2678  -0.1547
C  -0.7092  -1.3106  -2.2223  0.1173
N  -0.3440  -1.3561  -3.5585  -0.4716
O  -1.7898  -1.8375  -1.8518  -0.6349
N  1.5693  -1.2139  -1.3664  0.8450
O  2.0299  -1.8873  -2.2977  -0.8627
O  2.3667  -0.8291  -0.2872  -0.4024
H  0.6890  2.0380  1.5592  0.2329
H  1.0917  1.1322  3.1213  0.3055
H  -0.6871  -1.5703  2.3298  0.2409
H  1.1122  -1.3973  2.5922  0.4341
H  0.6757  -2.0629  1.1380  0.2990
H  0.1800  2.4208  -0.3103  0.6893
H  0.2841  1.5672  -1.8605  0.5172
H  1.5843  1.4290  -0.7648  0.3616
H  -1.8993  1.2621  -0.7363  0.4103
H  -1.8510  0.7211  0.9574  0.4264
H  -2.0824  -0.4452  -0.3274  0.4611
H  0.5839  -1.5377  -3.7110  0.2599
H  -1.0985  -1.9106  -4.1513  0.3189
H  3.2954  -0.8809  -0.5409  0.3463

frontier orbital gap	9.61	eV
total charge	0
structure (SMILES)	C=C(C)C(C)(C)/C(C(N)=O)=[N+](/[O-])O
lowest unoccupied orbital energy	0.41	eV
E_HOMO	-9.2	eV